Entry 1:
Here is C3H10Si in the gas phase at a distorted geometry from OMol25. Energies are from ωB97M-V/def2-TZVPD.

Properties
Energy relative to the best compared isomer or geometry (same formula, charge and spin), kJ/mol: 163.4
HOMO, eV: -10.27
Structure (SMILES): CC(C)[SiH3]
F_max, eV/A: 5.5
LUMO, eV: 0.9

The geometry in ORCA input format:
```
! wB97M-V def2-TZVPD RIJCOSX def2/J DEFGRID3
* xyz 0 1
C 0.124 0.287 -1.480
C 0.266 -1.525 0.223
C 0.243 0.042 -0.013
Si -0.655 1.137 1.189
H -0.525 1.120 -1.568
H 1.170 0.570 -1.971
H -0.172 -0.530 -2.123
H -0.796 -1.922 0.355
H 0.874 -1.840 1.132
H 0.547 -2.104 -0.679
H 1.425 0.198 0.311
H 0.218 2.519 1.191
H -0.575 0.531 2.692
H -2.143 1.516 0.742
*
```

Entry 2:
Here is C47H40ClN2O3P3S2Y as an isolated structure from OMol25. Energies are from ωB97M-V/def2-TZVPD.

Properties
Energy relative to the best compared isomer or geometry (same formula, charge and spin), kJ/mol: 63.3
HOMO, eV: -4.91
F_max, eV/A: 1.0
LUMO, eV: 2.3

The geometry in ORCA input format:
```
! wB97M-V def2-TZVPD RIJCOSX def2/J DEFGRID3
* xyz -1 1
Y 0.995 0.473 -0.160
S 0.215 3.122 -1.390
P -1.348 2.615 -0.201
C -1.230 1.064 0.416
P -2.075 -0.269 -0.188
S -0.957 -1.931 0.063
C -3.709 -0.424 0.659
C -4.842 0.244 0.202
C -6.020 0.244 0.940
C -6.080 -0.431 2.152
C -4.957 -1.108 2.613
C -3.783 -1.107 1.871
C -2.529 -0.287 -1.963
C -3.637 -1.004 -2.419
C -3.901 -1.119 -3.777
C -3.049 -0.538 -4.707
C -1.928 0.151 -4.268
C -1.676 0.274 -2.908
C -2.929 3.107 -1.002
C -4.045 3.343 -0.199
C -5.266 3.688 -0.760
C -5.389 3.786 -2.141
C -4.282 3.559 -2.949
C -3.055 3.236 -2.381
C -1.345 3.779 1.225
C -1.087 5.137 1.043
C -1.073 6.004 2.126
C -1.312 5.520 3.409
C -1.568 4.169 3.598
C -1.584 3.301 2.508
H -4.813 0.775 -0.741
H -6.888 0.772 0.564
H -6.997 -0.434 2.728
H -4.997 -1.642 3.555
H -2.907 -1.639 2.225
H -4.292 -1.492 -1.709
H -4.769 -1.676 -4.110
H -3.251 -0.634 -5.767
H -1.243 0.593 -4.980
H -0.800 0.834 -2.604
H -3.961 3.248 0.878
H -6.122 3.870 -0.121
H -6.343 4.046 -2.585
H -4.370 3.639 -4.026
H -2.182 3.084 -3.004
H -0.876 5.509 0.047
H -0.865 7.056 1.973
H -1.291 6.194 4.257
H -1.754 3.786 4.595
H -1.768 2.238 2.632
N 1.624 2.279 1.666
C 3.092 2.393 1.729
C 3.700 2.259 0.343
O 4.777 2.816 0.105
N 2.975 1.481 -0.471
C 3.487 1.308 -1.835
C 3.065 -0.044 -2.394
O 3.795 -0.666 -3.146
O 1.892 -0.462 -1.972
H 1.260 3.064 1.128
H 1.211 2.340 2.590
H 3.474 1.577 2.350
H 3.442 3.331 2.160
H 4.567 1.426 -1.883
H 3.050 2.063 -2.502
Cl 1.116 -0.567 2.750
C 1.886 -2.121 2.999
C 1.863 -2.602 4.302
C 2.487 -3.804 4.581
C 3.130 -4.507 3.566
C 3.132 -4.004 2.278
C 2.498 -2.801 1.956
P 2.482 -2.092 0.253
C 1.881 -3.508 -0.754
C 2.142 -3.527 -2.126
C 1.624 -4.543 -2.920
C 0.833 -5.542 -2.366
C 0.556 -5.519 -1.007
C 1.077 -4.507 -0.211
C 4.296 -2.080 -0.061
C 5.002 -3.120 -0.661
C 6.377 -3.029 -0.836
C 7.065 -1.896 -0.419
C 6.372 -0.854 0.182
C 4.999 -0.951 0.359
H 1.366 -2.033 5.076
H 2.476 -4.189 5.593
H 3.628 -5.444 3.782
H 3.632 -4.554 1.488
H 2.727 -2.734 -2.581
H 1.831 -4.539 -3.983
H 0.423 -6.325 -2.992
H -0.079 -6.275 -0.563
H 0.826 -4.492 0.843
H 4.480 -4.001 -1.013
H 6.909 -3.842 -1.315
H 8.134 -1.820 -0.577
H 6.884 0.048 0.490
H 4.463 -0.119 0.799
*
```

Entry 3:
Here is C4H5NO as an isolated structure from OMol25. Energies are from ωB97M-V/def2-TZVPD.

Properties
Energy relative to the best compared isomer or geometry (same formula, charge and spin), kJ/mol: 470.3
HOMO, eV: -9.39
F_max, eV/A: 0.3
LUMO, eV: -0.8

The geometry in ORCA input format:
```
! wB97M-V def2-TZVPD RIJCOSX def2/J DEFGRID3
* xyz 0 1
C 0.823 1.323 0.446
C 0.514 -0.107 0.079
C -0.276 -1.002 0.785
C -1.305 -1.459 -0.003
N -1.358 -0.901 -1.264
O -0.482 -0.048 -1.479
H -0.066 1.884 0.742
H 1.528 1.331 1.285
H 1.303 1.822 -0.400
H 1.360 -0.619 -0.398
H -2.042 -2.226 0.206
*
```

Entry 4:
Here is C37H66AuN3O6Si2 as an isolated structure at a distorted geometry from OMol25. Energies are from ωB97M-V/def2-TZVPD.

Properties
HOMO, eV: -8.52
F_max, eV/A: 2.3
LUMO, eV: -2.3

The geometry in ORCA input format:
```
! wB97M-V def2-TZVPD RIJCOSX def2/J DEFGRID3
* xyz 0 1
Au 0.283 0.158 -0.102
O -1.325 3.120 2.693
C -0.772 2.428 1.856
O -0.572 1.197 1.853
C -0.157 3.217 0.654
C -0.021 4.614 0.786
C 0.610 5.302 -0.211
C 1.091 4.613 -1.348
C 1.765 5.236 -2.416
C 2.214 4.494 -3.474
C 2.021 3.104 -3.511
C 1.371 2.465 -2.492
C 0.897 3.205 -1.393
N 0.287 2.570 -0.378
H -0.389 5.081 1.687
H 0.752 6.372 -0.143
H 1.916 6.305 -2.392
H 2.715 4.981 -4.297
H 2.390 2.547 -4.359
H 1.191 1.400 -2.482
C 3.669 -1.182 -1.490
C 3.423 -1.753 -0.089
C 4.791 -2.127 0.493
C 2.609 -3.037 -0.263
Si 2.372 -0.509 1.070
C 3.471 1.096 1.493
C 4.639 0.783 2.431
C 2.625 2.191 2.141
C 4.048 1.697 0.209
C 1.706 -1.427 2.704
C 2.762 -2.360 3.303
C 1.321 -0.414 3.780
C 0.437 -2.222 2.386
H 3.975 -1.983 -2.165
H 4.462 -0.443 -1.486
H 2.774 -0.721 -1.892
H 5.206 -2.964 -0.071
H 4.731 -2.425 1.534
H 5.493 -1.302 0.407
H 3.107 -3.711 -0.962
H 1.622 -2.807 -0.651
H 2.498 -3.569 0.676
H 4.292 0.426 3.395
H 5.208 1.697 2.604
H 5.313 0.048 2.005
H 2.185 1.879 3.078
H 1.823 2.491 1.479
H 3.239 3.070 2.339
H 4.831 1.069 -0.202
H 4.487 2.673 0.421
H 3.273 1.831 -0.542
H 3.687 -1.827 3.510
H 2.979 -3.200 2.651
H 2.392 -2.762 4.247
H 2.188 0.110 4.172
H 0.854 -0.936 4.615
H 0.599 0.300 3.397
H 0.590 -2.964 1.609
H -0.354 -1.548 2.066
H 0.102 -2.739 3.286
C -2.527 1.077 -3.889
C -3.941 1.159 -3.307
C -4.859 0.140 -3.993
C -4.499 2.578 -3.484
O -3.927 0.897 -1.932
Si -3.092 -0.224 -1.069
O -1.612 0.352 -1.002
O -3.175 -1.621 -1.926
C -3.060 -2.957 -1.492
C -4.429 -3.445 -1.007
C -2.595 -3.764 -2.713
C -2.038 -3.077 -0.363
O -3.910 -0.483 0.312
C -4.770 0.336 1.084
C -4.166 1.726 1.260
C -6.132 0.436 0.387
C -4.915 -0.367 2.439
H -2.520 1.396 -4.928
H -2.165 0.058 -3.806
H -1.868 1.711 -3.302
H -4.839 0.264 -5.072
H -5.879 0.271 -3.641
H -4.530 -0.860 -3.728
H -4.539 2.841 -4.537
H -3.867 3.293 -2.963
H -5.502 2.636 -3.070
H -5.152 -3.422 -1.819
H -4.774 -2.780 -0.220
H -4.357 -4.459 -0.622
H -3.320 -3.678 -3.520
H -2.474 -4.813 -2.457
H -1.642 -3.367 -3.056
H -2.403 -2.540 0.506
H -1.106 -2.617 -0.678
H -1.865 -4.119 -0.107
H -4.051 2.194 0.286
H -3.186 1.634 1.715
H -4.790 2.352 1.894
H -5.992 0.854 -0.606
H -6.807 1.072 0.956
H -6.579 -0.551 0.289
H -3.933 -0.500 2.886
H -5.374 -1.345 2.305
H -5.532 0.223 3.110
C 0.934 -2.911 -5.108
N 1.067 -1.650 -4.411
C 2.140 -0.794 -4.878
C 0.704 -1.554 -3.158
N 0.411 -1.434 -2.050
H 0.838 -2.717 -6.177
H 0.044 -3.433 -4.767
H 1.810 -3.550 -4.947
H 1.976 -0.554 -5.930
H 3.114 -1.290 -4.784
H 2.152 0.128 -4.301
*
```

Entry 5:
Here is C3H8N2 in the gas phase at a distorted geometry from OMol25. Energies are from ωB97M-V/def2-TZVPD.

Properties
Energy relative to the best compared isomer or geometry (same formula, charge and spin), kJ/mol: 218.5
HOMO, eV: -8.94
Structure (SMILES): [H]/N=N/C(C)C
F_max, eV/A: 2.1
LUMO, eV: 1.3

The geometry in ORCA input format:
```
! wB97M-V def2-TZVPD RIJCOSX def2/J DEFGRID3
* xyz 0 1
C 0.615 -1.278 -0.138
C 0.874 1.228 -0.004
C 0.015 0.024 0.354
N -2.310 -0.070 0.223
N -1.332 0.251 -0.453
H 0.678 -1.268 -1.224
H 1.617 -1.396 0.270
H 0.007 -2.125 0.169
H 1.137 1.191 -1.060
H 1.781 1.239 0.592
H 0.330 2.153 0.176
H -0.234 -0.009 1.413
H -3.177 0.060 -0.319
*
```

Entry 6:
Here is C47H42I2KN7O2 as an isolated structure at a distorted geometry from OMol25. Energies are from ωB97M-V/def2-TZVPD.

Properties
Energy relative to the best compared isomer or geometry (same formula, charge and spin), kJ/mol: 196.5
HOMO, eV: -1.33
F_max, eV/A: 3.5
LUMO, eV: 3.3

The geometry in ORCA input format:
```
! wB97M-V def2-TZVPD RIJCOSX def2/J DEFGRID3
* xyz -2 1
K 13.644 -11.339 14.848
C 14.752 -11.110 8.851
C 13.821 -11.975 9.696
C 12.550 -12.295 9.178
C 11.677 -13.078 9.956
C 12.041 -13.458 11.230
C 13.313 -13.231 11.711
C 14.202 -12.478 10.888
N 15.553 -12.261 11.267
C 16.146 -12.606 12.496
N 16.043 -13.887 12.958
C 15.990 -14.190 14.403
C 14.722 -13.928 15.077
C 14.760 -14.269 16.391
C 15.837 -14.879 17.020
C 17.003 -15.105 16.374
C 17.144 -14.628 15.069
C 18.526 -14.469 14.612
N 16.802 -11.733 13.219
C 16.807 -10.359 12.919
C 15.679 -9.616 12.654
C 15.749 -8.232 12.593
C 16.963 -7.573 12.720
C 18.126 -8.310 12.978
C 18.044 -9.677 13.142
C 19.287 -10.481 13.501
H 14.219 -10.742 7.948
H 15.682 -11.673 8.492
H 15.158 -10.224 9.373
H 12.234 -11.771 8.295
H 10.711 -13.396 9.572
H 11.396 -13.972 11.909
H 13.610 -13.383 12.744
H 15.828 -11.352 10.998
H 15.432 -14.454 12.372
H 13.906 -14.094 17.030
H 15.589 -15.281 18.016
H 17.922 -15.472 16.858
H 18.767 -14.677 13.521
H 19.141 -15.145 15.184
H 18.881 -13.450 14.878
H 14.672 -10.000 12.567
H 14.819 -7.749 12.422
H 16.943 -6.489 12.696
H 19.022 -7.843 13.318
H 19.174 -11.138 14.320
H 20.198 -9.877 13.644
H 19.462 -11.167 12.630
I 12.408 -6.257 12.371
C 12.806 -6.757 14.298
C 13.176 -5.720 15.134
C 13.362 -5.902 16.480
I 13.708 -4.193 17.566
C 13.194 -7.208 16.997
C 13.224 -7.479 18.384
C 12.879 -8.725 18.815
C 12.666 -9.716 17.857
N 12.647 -9.509 16.567
C 12.939 -8.273 16.110
C 12.776 -8.164 14.629
O 12.561 -9.147 13.882
H 13.137 -4.698 14.651
H 13.520 -6.694 19.141
H 12.861 -9.053 19.897
H 12.348 -10.685 18.185
C 17.328 -6.516 17.929
C 17.409 -6.218 16.378
O 17.111 -4.849 16.113
H 17.772 -7.496 18.059
H 16.335 -6.580 18.201
H 17.753 -5.786 18.610
H 16.693 -6.903 15.822
H 18.461 -6.342 16.034
H 16.289 -4.581 16.626
N 20.154 -8.830 16.534
C 19.221 -9.437 16.895
C 18.053 -10.202 17.314
C 17.941 -10.704 18.599
C 16.737 -11.251 19.076
C 15.696 -11.232 18.127
N 15.798 -10.830 16.847
C 16.966 -10.353 16.449
H 18.749 -10.560 19.334
H 16.589 -11.534 20.111
H 14.730 -11.617 18.493
H 17.075 -10.144 15.385
C 13.733 -14.288 20.284
C 14.253 -13.498 21.277
C 15.444 -13.961 22.027
C 16.246 -13.091 22.714
C 15.923 -11.697 22.908
C 14.601 -11.315 22.467
C 13.836 -12.198 21.678
C 16.867 -10.819 23.537
N 17.740 -10.175 23.965
H 12.915 -13.909 19.762
H 14.044 -15.348 20.084
H 15.726 -14.939 22.029
H 17.195 -13.536 23.123
H 14.153 -10.390 22.724
H 12.870 -11.838 21.348
*
```